Record 1
{"formula": "C3H14N2O3", "method": "the ωB97M-V functional and the def2-TZVPD basis", "symbols": ["C", "N", "C", "O", "C", "N", "H", "H", "H", "H", "H", "H", "H", "H", "H", "H", "H", "H", "O", "H", "H", "O"], "xyz": [[0.943, 0.138, 1.594], [0.260, 1.163, 0.883], [0.634, 2.573, 1.162], [1.708, 2.894, 0.261], [0.552, -1.206, 0.762], [0.057, -2.074, 1.837], [0.449, -0.172, 2.588], [2.086, 0.348, 1.761], [0.444, 1.215, -0.117], [-0.016, 3.239, 0.797], [0.771, 2.596, 2.238], [2.396, 3.309, 0.899], [-0.097, -1.208, -0.101], [1.444, -1.786, 0.379], [-0.865, -1.819, 2.166], [0.122, -3.083, 1.742], [-3.803, 1.454, -1.573], [-2.621, 0.694, -2.152], [-2.901, 1.155, -1.404], [-0.006, -2.922, -5.139], [-1.064, -2.995, -3.980], [-0.494, -3.513, -4.602]], "smiles": "NCCNCO.O.O", "e_homo_ha": -0.31569, "e_above_lowest_kj_mol": 287.0, "multiplicity": 1, "e_lumo_ha": 0.012, "gap_ev": 8.93, "largest_force_ev_per_a": 4.64}

***

Record 2
{"formula": "C21H22Br2ClF4NO5P", "method": "the ωB97M-V functional and the def2-TZVPD basis", "symbols": ["C", "C", "Br", "C", "C", "C", "C", "O", "O", "C", "C", "C", "C", "C", "C", "C", "C", "C", "C", "F", "N", "P", "O", "Cl", "C", "Br", "H", "H", "H", "H", "H", "H", "H", "H", "H", "H", "H", "H", "H", "H", "H", "H", "H", "C", "C", "O", "C", "O", "C", "F", "F", "F", "H", "H", "H", "H", "H"], "xyz": [[-1.908, 1.716, 2.872], [-1.661, 0.507, 1.852], [-2.981, 0.778, 0.343], [-1.966, -0.955, 2.462], [-0.831, -2.038, 2.187], [0.575, -1.809, 2.799], [0.994, -0.521, 3.676], [0.368, -0.143, 4.687], [2.185, 0.152, 3.209], [1.905, 0.824, 1.970], [1.609, 2.360, 2.067], [1.250, 3.160, 0.777], [1.173, 2.489, -0.634], [1.502, 0.960, -0.749], [1.860, 0.176, 0.568], [1.688, -2.863, 2.559], [1.400, -4.126, 1.686], [2.619, -5.146, 1.491], [2.399, -6.556, 2.277], [2.991, -5.340, 0.105], [0.077, -4.296, 1.101], [-0.118, -5.773, 0.064], [-0.381, -5.102, -1.512], [-1.772, -6.913, 0.687], [-1.011, -3.335, 1.329], [-2.817, -3.575, 0.523], [-1.837, 2.726, 2.314], [-1.132, 1.764, 3.728], [-2.950, 1.701, 3.354], [-0.631, 0.516, 1.348], [-3.012, -1.258, 2.118], [-2.031, -0.835, 3.609], [1.653, 2.888, 3.073], [1.015, 4.267, 0.923], [0.872, 3.110, -1.551], [1.445, 0.438, -1.774], [2.081, -0.944, 0.433], [2.730, -2.694, 3.017], [3.552, -4.679, 1.989], [1.510, -6.517, 3.003], [3.327, -6.738, 2.945], [2.360, -7.440, 1.553], [0.539, -4.849, -1.794], [-2.460, 6.169, -5.453], [-2.732, 4.746, -5.004], [-1.545, 3.942, -5.108], [-0.653, 4.074, -4.106], [-0.796, 4.806, -3.160], [0.530, 3.135, -4.320], [0.999, 3.171, -5.583], [0.206, 1.847, -4.072], [1.576, 3.426, -3.519], [-2.040, 6.179, -6.462], [-3.380, 6.756, -5.447], [-1.734, 6.659, -4.800], [-3.477, 4.291, -5.661], [-3.135, 4.711, -3.988]], "e_homo_ha": -0.42396, "multiplicity": 1, "total_charge": 1, "e_lumo_ha": -0.198, "gap_ev": 6.14, "largest_force_ev_per_a": 5.44}

***

Record 3
{"formula": "C5H11NOSi", "method": "the ωB97M-V functional and the def2-TZVPD basis", "symbols": ["C", "C", "C", "C", "C", "N", "O", "Si", "H", "H", "H", "H", "H", "H", "H", "H", "H", "H", "H"], "xyz": [[-0.380, -1.118, -1.623], [-0.492, -0.477, -0.477], [2.418, -1.154, 0.856], [-0.385, 1.008, -0.387], [2.580, 0.126, 0.174], [2.866, 1.052, -0.477], [3.138, 2.053, -1.073], [-2.035, 1.584, 0.511], [-0.508, -2.142, -1.736], [-0.251, -0.596, -2.517], [-0.379, -0.981, 0.477], [1.543, -1.498, 0.398], [3.301, -1.674, 0.633], [2.512, -1.026, 1.900], [-0.406, 1.497, -1.253], [0.520, 1.248, 0.166], [-1.694, 2.472, 1.624], [-2.596, 0.288, 0.953], [-2.971, 2.452, -0.179]], "smiles": "CC#[N+][O-].C=CC[SiH3]", "e_homo_ha": -0.34308, "e_above_lowest_kj_mol": 544.4, "multiplicity": 1, "e_lumo_ha": 0.027, "gap_ev": 10.06, "largest_force_ev_per_a": 4.57}

***

Record 4
{"formula": "C20H21ClN6O3", "method": "the ωB97M-V functional and the def2-TZVPD basis", "symbols": ["C", "H", "O", "C", "C", "C", "C", "C", "C", "Cl", "H", "N", "C", "O", "C", "N", "C", "N", "H", "H", "C", "N", "N", "C", "O", "N", "H", "C", "C", "C", "C", "C", "C", "C", "H", "H", "C", "H", "H", "H", "H", "H", "H", "H", "H", "H", "H", "H", "H", "H", "H"], "xyz": [[6.180, -0.729, 3.191], [5.843, -0.346, 4.157], [5.463, -1.879, 2.801], [4.123, -1.876, 2.599], [3.619, -3.131, 2.231], [2.287, -3.358, 1.977], [1.383, -2.304, 2.085], [1.857, -1.051, 2.447], [3.203, -0.830, 2.700], [3.611, 0.807, 3.136], [1.170, -0.222, 2.532], [0.011, -2.439, 1.857], [-0.658, -3.506, 1.374], [-0.198, -4.584, 1.072], [-2.173, -3.222, 1.255], [-2.439, -1.959, 0.632], [-2.920, -1.682, -0.601], [-3.388, -2.554, -1.517], [-3.005, -3.484, -1.555], [-3.596, -2.099, -2.401], [-2.914, -0.280, -0.659], [-2.421, 0.182, 0.507], [-2.139, -0.797, 1.270], [-3.308, 0.510, -1.824], [-3.661, -0.033, -2.866], [-3.249, 1.840, -1.638], [-2.881, 2.169, -0.758], [-3.480, 2.799, -2.696], [-2.204, 3.501, -3.082], [-2.056, 4.871, -2.930], [-0.866, 5.492, -3.269], [0.205, 4.758, -3.757], [0.055, 3.383, -3.904], [-1.133, 2.762, -3.573], [-1.240, 1.694, -3.695], [0.879, 2.797, -4.285], [1.496, 5.421, -4.132], [1.635, 5.387, -5.213], [1.507, 6.461, -3.817], [2.338, 4.905, -3.673], [-0.770, 6.561, -3.147], [-2.878, 5.460, -2.548], [-4.233, 3.524, -2.373], [-3.873, 2.226, -3.542], [-2.595, -3.213, 2.265], [-2.641, -4.025, 0.683], [-0.542, -1.590, 1.999], [1.943, -4.338, 1.694], [4.334, -3.934, 2.153], [6.122, 0.062, 2.439], [7.214, -1.062, 3.280]], "smiles": "COc1ccc(NC(=O)Cn2nnc(C(=O)NCc3ccc(C)cc3)c2N)cc1Cl", "e_homo_ha": -0.29844, "e_above_lowest_kj_mol": 17.3, "multiplicity": 1, "e_lumo_ha": 0.022, "gap_ev": 8.72, "largest_force_ev_per_a": 1.24}

***

Record 5
{"formula": "C8H40B2O36", "method": "the ωB97M-V functional and the def2-TZVPD basis", "symbols": ["O", "C", "O", "B", "O", "C", "O", "O", "C", "O", "C", "O", "O", "O", "C", "O", "B", "O", "C", "O", "O", "C", "O", "C", "O", "O", "O", "H", "H", "O", "H", "H", "O", "H", "H", "O", "H", "H", "O", "H", "H", "O", "H", "H", "O", "H", "H", "O", "H", "H", "O", "H", "H", "O", "H", "H", "O", "H", "H", "O", "H", "H", "O", "H", "H", "O", "H", "H", "O", "H", "H", "O", "H", "H", "O", "H", "H", "O", "H", "H", "O", "H", "H", "O", "H", "H"], "xyz": [[4.025, 2.579, 2.301], [3.017, 1.960, 2.257], [2.952, 0.793, 2.703], [1.515, 0.564, 3.016], [0.816, 1.723, 2.420], [1.723, 2.474, 2.031], [1.454, 3.395, 1.214], [1.315, 0.373, 4.451], [0.901, -0.788, 4.593], [0.761, -1.348, 5.715], [0.795, -1.492, 3.375], [1.124, -0.746, 2.463], [0.867, -2.696, 3.289], [2.552, 0.281, -0.284], [1.407, -0.191, -0.393], [0.406, 0.489, -0.160], [-0.761, -0.416, -0.078], [-0.166, -1.739, -0.266], [1.067, -1.563, -0.317], [1.898, -2.481, -0.372], [-1.481, -0.322, 1.195], [-2.591, 0.214, 1.000], [-3.068, 0.954, 1.840], [-2.831, 0.366, -0.397], [-1.825, -0.120, -1.041], [-3.739, 0.921, -0.940], [-6.184, 2.107, -0.435], [-5.526, 1.486, -0.703], [-6.264, 2.721, -1.157], [3.099, -4.782, -1.210], [2.905, -4.684, -2.181], [2.674, -4.031, -0.776], [-1.268, 2.780, 0.237], [-0.513, 2.314, 0.582], [-1.256, 2.704, -0.711], [0.820, 0.852, -3.505], [1.473, 0.268, -3.089], [0.628, 1.405, -2.777], [-2.126, -3.086, 1.443], [-1.582, -2.584, 2.021], [-1.536, -3.265, 0.691], [3.888, 0.300, -2.892], [4.253, 0.936, -2.267], [4.248, -0.563, -2.591], [5.495, -0.279, 0.598], [5.645, -0.020, -0.297], [4.619, -0.663, 0.562], [-1.073, -1.847, -3.747], [-0.159, -1.588, -4.088], [-0.678, -2.318, -3.027], [4.713, -2.293, -2.100], [4.102, -2.930, -1.704], [5.433, -2.798, -2.526], [-4.914, -1.182, 3.335], [-5.071, -1.845, 2.662], [-5.328, -0.420, 2.875], [1.784, -2.022, -3.332], [1.540, -2.904, -2.971], [2.530, -2.168, -3.966], [-2.183, 3.557, 2.718], [-3.091, 3.748, 2.509], [-1.879, 3.206, 1.857], [-2.427, 0.460, -4.022], [-2.344, 1.290, -3.568], [-1.842, -0.279, -3.801], [1.380, 3.026, -1.590], [2.256, 3.009, -1.986], [1.484, 2.720, -0.694], [-4.693, 2.181, 3.512], [-5.217, 1.425, 3.289], [-3.907, 2.051, 3.034], [4.174, 2.348, -1.169], [3.741, 1.673, -0.685], [4.986, 2.413, -0.684], [3.913, -2.400, 1.476], [3.178, -2.409, 0.915], [4.273, -3.289, 1.421], [-5.067, 1.732, -3.038], [-4.501, 1.284, -2.387], [-4.657, 2.616, -3.088], [-4.069, -1.494, -2.885], [-3.492, -0.809, -3.301], [-3.462, -2.114, -2.435], [-1.528, 0.683, 4.239], [-1.589, 0.704, 3.264], [-1.939, -0.117, 4.532]], "e_homo_ha": -0.19935, "e_above_lowest_kj_mol": 62.9, "multiplicity": 1, "total_charge": -2, "e_lumo_ha": 0.109, "gap_ev": 8.39, "largest_force_ev_per_a": 9.83}

***

Record 6
{"formula": "C5H6O2", "method": "the ωB97M-V functional and the def2-TZVPD basis", "symbols": ["O", "C", "C", "C", "O", "C", "C", "H", "H", "H", "H", "H", "H"], "xyz": [[1.806, -0.642, 1.320], [1.090, 0.463, 1.379], [-0.040, -0.021, -0.661], [-0.760, -0.316, 0.546], [-0.666, -1.413, 1.120], [-0.739, 0.428, -1.837], [-1.356, 0.524, -2.879], [1.168, -1.396, 1.446], [0.477, 0.576, 2.287], [1.565, 1.366, 1.038], [0.799, -0.676, -0.897], [-1.426, 0.490, 0.927], [-1.918, 0.619, -3.790]], "e_homo_ha": [-0.30579, -0.30584], "e_above_lowest_kj_mol": 527.5, "multiplicity": 1, "e_lumo_ha": [-0.032, -0.032], "gap_ev": [7.44, 7.44], "largest_force_ev_per_a": 0.84}